No. 1
The following is a DFT calculation (the ωB97M-V functional and the def2-TZVPD basis) of one molecule with the formula C23H23N3O5S.

```
55
Properties=species:S:1:pos:R:3:mulliken_charge:R:1
C 2.49978 0.60079 1.12057 -0.89
N 3.11478 1.04307 -0.11230 0.19
C 2.64297 2.05304 -0.88388 1.00
O 3.22994 2.45380 -1.86884 -0.71
C 1.38292 2.77841 -0.40759 -1.01
H 1.58685 3.32830 0.51506 0.38
H 1.12202 3.49094 -1.19856 0.29
O 0.25539 1.96417 -0.12437 -0.17
C 0.03732 0.90493 -0.92238 0.16
O 0.80961 0.53276 -1.77394 -0.61
C -1.21206 0.22606 -0.58405 0.31
C -1.44807 -1.12822 -0.73244 -0.81
N -2.67945 -1.37452 -0.24425 0.95
N -3.25979 -0.25305 0.19645 -1.09
C -2.40605 0.73307 0.00742 0.30
C -2.74927 2.11126 0.33328 0.52
C -3.48158 2.38908 1.48432 -0.55
C -3.81846 3.69252 1.79675 -0.58
C -3.43567 4.72926 0.96161 -0.40
C -2.72438 4.45657 -0.19543 -0.78
C -2.38366 3.15526 -0.51227 -0.23
H -1.85186 2.94324 -1.42820 0.55
H -2.43834 5.26213 -0.85592 0.41
H -3.69718 5.74792 1.20756 0.39
H -4.38232 3.90196 2.69398 0.39
H -3.77563 1.57270 2.12593 0.43
C -3.36563 -2.59350 -0.16773 1.17
C -2.74025 -3.80078 -0.46095 -0.45
C -3.45718 -4.98034 -0.37292 -0.73
C -4.78854 -4.96760 0.00736 -0.47
C -5.40760 -3.76400 0.30399 -0.58
C -4.70334 -2.57896 0.21786 -0.49
H -5.16472 -1.63107 0.44269 0.39
H -6.44495 -3.74775 0.60172 0.37
H -5.34038 -5.89270 0.07308 0.38
H -2.96891 -5.91568 -0.60130 0.36
H -1.70179 -3.83059 -0.74985 0.26
H -0.80730 -1.88019 -1.14283 0.52
C 4.24121 0.28478 -0.62801 -0.33
C 5.42911 0.29258 0.33346 -0.94
H 6.35643 0.58547 -0.14719 0.35
H 5.26256 0.90480 1.21318 0.44
S 5.63505 -1.44796 0.82098 1.09
O 4.70450 -1.75952 1.87441 -0.63
O 7.01524 -1.77560 1.04002 -0.71
C 4.99778 -2.09262 -0.75310 -0.88
C 3.81678 -1.17198 -0.94682 -0.57
H 3.03650 -1.47522 -0.24825 0.28
H 3.40311 -1.21500 -1.95394 0.47
H 4.72599 -3.13731 -0.65484 0.48
H 5.78037 -1.96370 -1.49408 0.36
H 4.51660 0.79376 -1.55809 0.48
H 1.56673 0.05866 0.94486 0.09
H 2.28072 1.45331 1.76436 0.30
H 3.18412 -0.06677 1.64342 0.52
```

Values from the calculation:
HOMO level = -8.70 eV
SMILES string = CN(C(=O)COC(=O)c1cn(-c2ccccc2)nc1-c1ccccc1)[C@@H]1CCS(=O)(=O)C1
charge = 0
E_tot = -49767.301 eV
F_max = 1.07 eV/A
energy relative to the best compared isomer or geometry (same formula, charge and spin) = 57.3 kcal/mol

No. 2
The following is a DFT calculation (the ωB97M-V functional and the def2-TZVPD basis) of C23H23N7O2PSeY as an isolated structure.

```
58
Properties=species:S:1:pos:R:3:mulliken_charge:R:1
Y 13.81204 0.47627 13.27060 0.48
O 19.81028 4.67062 12.70042 -0.67
C 18.59789 4.96905 12.61530 0.43
O 18.18413 6.09886 12.26852 -0.67
C 17.53627 3.87684 12.85134 -0.48
C 16.16151 4.20231 12.75931 -0.61
C 15.17593 3.20638 12.71464 1.09
N 15.51979 1.87803 12.76579 -0.21
C 16.83548 1.54549 13.00612 1.21
C 17.81948 2.49516 12.90827 -1.05
C 17.10596 0.13933 13.15026 0.63
C 18.35701 -0.37231 13.58669 -0.72
C 18.45936 -1.73627 13.80351 -0.51
C 17.35557 -2.55444 13.67006 -0.91
C 16.14400 -1.97424 13.29536 0.35
N 15.99414 -0.68496 13.11935 -0.03
C 13.73312 3.62434 12.63564 0.28
C 13.36385 4.98856 12.59719 -0.74
C 11.97478 5.26347 12.44017 -0.48
C 11.08326 4.23454 12.20680 -0.84
C 11.50929 2.89420 12.48478 0.08
N 12.78311 2.61512 12.69272 -0.06
H 15.88216 5.22508 12.84440 0.40
H 18.90159 2.27954 13.04060 0.36
H 19.24372 0.25063 13.76384 0.33
H 19.42475 -2.15499 13.93059 0.47
H 17.44556 -3.64886 13.86184 0.36
H 15.36157 -2.69279 13.26043 0.36
H 14.07665 5.76851 12.39114 0.40
H 11.55630 6.24371 12.55814 0.45
H 10.07193 4.48601 11.98115 0.41
H 10.80646 2.12088 12.46015 0.47
C 10.55516 -3.78931 10.38752 -0.85
N 11.03760 -4.18228 11.80349 -0.08
C 9.89093 -3.97484 12.79981 -0.76
N 9.27718 -2.68493 12.66248 0.13
C 8.86465 -2.33122 11.27685 -0.73
N 10.00636 -2.47800 10.25544 0.12
C 10.96409 -1.37836 10.46649 -1.03
P 11.74384 -1.50500 12.15009 1.23
C 12.27682 -3.31919 12.15578 -0.87
C 10.16742 -1.66297 13.13140 -1.11
H 9.88439 -4.56348 10.09786 0.37
H 11.41905 -3.99147 9.75924 0.44
H 11.37583 -5.14408 11.81305 0.35
H 10.29752 -4.00202 13.82361 0.43
H 9.13770 -4.76435 12.60003 0.36
H 8.59329 -1.21452 11.35332 0.40
H 8.04832 -2.98988 10.94028 0.28
H 10.51769 -0.37312 10.23044 0.42
H 11.75104 -1.43692 9.69302 0.46
H 12.57442 -3.75882 13.13921 0.47
H 12.99827 -3.50050 11.37571 0.49
H 9.73059 -0.64147 13.02646 0.54
H 10.49182 -1.82998 14.18361 0.53
Se 13.82282 -1.22367 15.95271 -0.15
C 13.83418 0.57886 15.91126 0.44
N 14.03428 1.66220 15.48216 -0.47
```

Values from the calculation:
HOMO level = -11.28 eV
charge = +2
E_tot = -114412.825 eV
F_max = 3.62 eV/A
energy relative to the best compared isomer or geometry (same formula, charge and spin) = 15.4 kcal/mol

No. 3
The following is a DFT calculation (the ωB97M-V functional and the def2-TZVPD basis) of C23H23NNi as an isolated structure.

```
48
Properties=species:S:1:pos:R:3:lowdin_spin:R:1
C 1.59943 0.97826 -1.65809 0.34
C 0.51760 3.32294 -0.11613 0.10
C 0.28754 1.18182 -2.08892 0.12
H 2.10951 0.08215 -1.97396 0.02
C -0.70914 3.35666 -0.80459 0.04
H 0.49159 3.73187 0.90659 0.01
H -0.26602 0.27651 -2.39749 0.02
H -1.58519 3.72093 -0.25579 0.01
C -0.04487 2.36333 -3.02775 0.04
H -0.67396 1.97854 -3.84856 0.00
H 0.85615 2.76324 -3.51828 0.00
C 2.52769 2.00178 -1.13231 0.07
H 3.35669 2.17862 -1.83750 0.02
H 3.00893 1.59384 -0.22578 0.02
C 1.89492 3.37927 -0.75153 0.02
H 1.95397 4.05704 -1.61848 0.00
H 2.55143 3.82473 0.00827 0.00
C -0.81326 3.49375 -2.30676 0.02
H -0.48887 4.47743 -2.68417 0.00
H -1.87620 3.40172 -2.57014 0.00
Ni -0.21373 1.58390 -0.25804 0.84
H 2.23407 -1.58681 -1.89285 0.00
C 4.05240 -2.95530 0.62705 0.00
C 3.00203 -3.50758 1.38636 0.00
C 1.67984 -3.21723 1.05545 0.00
C 1.38063 -2.30641 -0.00028 0.01
C 2.42068 -2.02540 -0.90906 0.01
C 3.74565 -2.31462 -0.58499 0.00
C -0.02674 -1.78547 -0.00955 0.06
C -1.07364 -2.75068 0.06539 0.00
C -2.24465 -2.47493 0.72577 0.04
C -2.46044 -1.19119 1.27129 0.01
C -3.61743 -0.76860 1.98006 0.01
C -3.74470 0.55001 2.39087 0.00
C -2.72102 1.49264 2.15306 0.01
C -1.59635 1.11359 1.41883 0.05
C -1.46599 -0.21687 0.99498 0.03
N -0.35497 -0.49391 0.21557 0.05
H 5.09262 -3.06835 0.95017 0.00
H 3.20979 -4.14713 2.25077 0.00
H 0.86160 -3.65978 1.64007 0.00
H 4.52297 -2.05084 -1.30378 0.00
H -0.87294 -3.73085 -0.36986 0.00
H -3.01163 -3.24180 0.84070 0.00
H -4.40640 -1.50166 2.17033 0.00
H -4.65850 0.86911 2.89813 0.00
H -2.81368 2.51343 2.52149 0.00
H -0.74569 1.82031 1.21774 0.02
```

Values from the calculation:
HOMO level (alpha / beta) = -4.59 / -8.03 eV
<S²> = 2.032
multiplicity = 3
charge = 0
E_tot = -66752.257 eV
F_max = 3.10 eV/A

No. 4
The following is a DFT calculation (the ωB97M-V functional and the def2-TZVPD basis) of C23H24AsFeN4S as an isolated structure.

```
54
Properties=species:S:1:pos:R:3:mulliken_charge:R:1
Fe 0.37191 -0.04279 0.24905 -0.27
C 2.15764 -3.02233 2.90835 -0.66
C 1.03840 -3.70120 3.35719 -0.58
C -0.21896 -3.24362 2.98985 -0.63
C -0.30727 -2.12899 2.17736 0.95
N 0.77826 -1.47213 1.73269 0.47
C 1.98249 -1.91312 2.09567 -0.39
C -1.58087 -1.47441 1.80259 0.07
C -2.87026 -1.90617 2.06513 -0.74
C -3.91111 -1.02920 1.78501 -0.85
C -3.64409 0.25824 1.34081 -0.81
C -2.32122 0.60550 1.10258 0.19
N -1.35131 -0.29027 1.24957 0.67
C -1.78277 1.95610 0.80516 0.73
C -2.56775 3.08485 0.66338 -0.67
C -1.93832 4.30328 0.44933 -0.51
C -0.55740 4.34593 0.39338 -0.84
C 0.15421 3.16394 0.54515 -0.27
N -0.44285 1.99419 0.74791 -0.02
H 3.15464 -3.33623 3.18216 0.46
H 1.13806 -4.57023 3.99340 0.46
H -1.11139 -3.73940 3.34458 0.41
H 2.82796 -1.35489 1.71445 0.41
H -3.06521 -2.88303 2.48322 0.43
H -4.93309 -1.33296 1.96845 0.47
H -4.44402 0.97227 1.20956 0.42
H -3.64552 3.02429 0.71841 0.40
H -2.52445 5.20460 0.33020 0.46
H -0.02890 5.27539 0.23621 0.45
H 1.23581 3.13777 0.48953 0.54
S 2.30637 0.67686 -0.75154 -0.46
C 1.13730 1.38191 -1.82532 0.76
C 1.39563 2.36374 -2.79185 -0.95
C 0.33825 2.89513 -3.49170 -0.21
C -0.96214 2.44913 -3.23173 -1.15
C -1.13285 1.47155 -2.28130 -0.35
N -0.11300 0.93460 -1.59926 0.36
H 2.41147 2.69557 -2.95425 0.48
H 0.51116 3.66007 -4.23802 0.43
H -1.81401 2.84616 -3.76420 0.45
H -2.11877 1.07564 -2.05909 0.52
C 2.04539 -2.93540 -1.25906 -1.25
As 0.31129 -2.06861 -1.19806 0.54
C -0.02454 -1.85995 -3.08752 -1.23
C -0.76101 -3.63810 -0.77903 -1.27
H 2.00216 -3.81480 -1.90115 0.45
H 2.33982 -3.24313 -0.25686 0.35
H 2.77426 -2.22420 -1.64172 0.39
H 0.21345 -2.79523 -3.59198 0.47
H 0.60340 -1.06004 -3.47525 0.34
H -1.06941 -1.60541 -3.25820 0.37
H -0.63140 -4.38049 -1.56588 0.47
H -1.81641 -3.37772 -0.70297 0.36
H -0.42903 -4.06499 0.16618 0.37
```

Values from the calculation:
HOMO level (alpha / beta) = -10.09 / -10.18 eV
charge = +1
E_tot = -136258.383 eV
F_max = 1.46 eV/A
energy relative to the best compared isomer or geometry (same formula, charge and spin) = 28.9 kcal/mol